[1]
DFT (ωB97M-V/def2-TZVPD) results for a structure of composition C17H49O8Zr at a distorted geometry.

Geometry (Å):
Zr (0.99898, 4.47181, 0.60574)
C (-0.06287, 0.27143, -0.87287)
C (-0.54726, 1.30344, 0.17055)
C (-0.59856, 0.59510, 1.55344)
O (0.30944, 2.43639, 0.18798)
H (-0.80116, -0.52778, -0.93832)
H (0.86126, -0.19704, -0.53434)
H (0.15108, 0.58490, -1.89466)
H (-1.56149, 1.64220, -0.04083)
H (0.36393, 0.20898, 1.88904)
H (-1.29519, -0.24315, 1.54187)
H (-0.98725, 1.20683, 2.36757)
C (2.08224, 3.59776, 5.28501)
C (1.48712, 2.25974, 4.89019)
O (2.09346, 1.89180, 3.69683)
H (1.85559, 4.29969, 4.48250)
H (3.16402, 3.50973, 5.38550)
H (1.62058, 3.97905, 6.19583)
H (0.40630, 2.27082, 4.74949)
H (1.75834, 1.50471, 5.62808)
H (2.65692, 1.14031, 3.89526)
C (-4.05662, -0.08387, 3.07221)
C (-4.30356, 0.26116, 1.61882)
O (-5.68009, 0.30142, 1.35529)
H (-4.35630, -1.10971, 3.28651)
H (-4.63419, 0.51719, 3.77452)
H (-2.97873, -0.00414, 3.21328)
H (-3.73938, -0.38114, 0.94262)
H (-3.94823, 1.27456, 1.43210)
H (-5.98185, -0.60591, 1.44071)
C (3.00803, -1.11781, -2.76280)
C (3.27690, -2.31547, -3.76778)
O (2.53649, -2.12565, -4.92141)
H (3.00877, -0.13896, -3.24232)
H (3.61857, -1.14869, -1.86036)
H (1.96670, -1.18676, -2.44821)
H (2.99008, -3.20526, -3.20732)
H (4.35014, -2.44032, -3.91152)
H (2.67852, -2.87154, -5.50884)
C (0.90585, -3.71356, -1.19721)
C (0.09704, -3.34296, 0.01183)
O (0.14460, -4.31869, 0.99030)
H (1.95244, -3.53628, -0.94959)
H (0.72459, -3.06849, -2.05694)
H (0.73971, -4.73698, -1.53354)
H (-0.92792, -3.12135, -0.28556)
H (0.51923, -2.41912, 0.40727)
H (-0.41631, -4.07491, 1.73027)
C (-0.61890, -0.17085, -4.59355)
C (-1.08581, -1.57730, -4.74418)
O (-0.16773, -2.38089, -5.50903)
H (-0.37297, 0.30826, -5.54121)
H (0.27257, -0.22621, -3.96879)
H (-1.37552, 0.37659, -4.03146)
H (-2.13295, -1.57915, -5.04683)
H (-1.14586, -1.96201, -3.72610)
H (0.67717, -2.17995, -5.09993)
C (-4.10531, 2.20780, -1.44289)
C (-3.92769, 3.51558, -0.63807)
O (-2.94832, 4.30889, -1.20765)
H (-4.44025, 2.28123, -2.47755)
H (-4.86265, 1.59676, -0.95181)
H (-3.19821, 1.60346, -1.43584)
H (-3.67740, 3.33860, 0.40794)
H (-4.88893, 4.02346, -0.55950)
H (-3.18705, 4.43761, -2.12854)
C (3.34993, -0.53863, 1.29984)
C (4.47335, -0.70026, 2.30337)
O (4.10543, -0.09901, 3.54945)
H (2.46602, -1.07479, 1.64530)
H (3.54501, -1.00958, 0.33639)
H (3.17183, 0.52101, 1.11673)
H (5.33657, -0.25231, 1.81113)
H (4.66874, -1.75073, 2.51891)
H (4.61909, -0.51099, 4.24803)

Summary:
frontier orbital gap (alpha / beta): 2.39 / 2.57 eV
max |F|: 0.12757 Eh/bohr
spin multiplicity: 2
charge: +2
E_HOMO (alpha / beta): -13.4380 / -13.4388 eV

[2]
DFT (ωB97M-V/def2-TZVPD) results for a cluster of 8 separate species, C17H51N3O14 in total at a distorted geometry.

Geometry (Å):
C (7.59375, -30.94946, -30.80565)
O (7.86803, -31.41805, -29.47431)
C (6.88478, -32.43639, -29.09955)
C (6.83777, -32.78823, -27.57238)
C (5.72513, -33.83000, -27.23968)
N (6.54288, -31.59409, -26.79491)
H (8.27016, -30.20046, -31.21744)
H (6.63448, -30.43550, -30.74424)
H (7.48158, -31.79629, -31.48270)
H (5.87298, -32.32705, -29.48992)
H (7.24413, -33.31949, -29.62785)
H (7.79340, -33.18372, -27.22824)
H (5.84215, -34.56389, -28.03706)
H (4.70814, -33.46687, -27.09150)
H (6.03887, -34.41493, -26.37509)
H (7.25425, -30.88614, -26.90824)
H (6.46573, -31.84491, -25.81959)
N (7.73892, -24.82263, -24.52433)
C (7.82149, -23.97533, -25.55150)
N (8.91708, -24.04106, -26.26028)
O (6.89572, -23.23472, -25.77151)
H (8.49703, -25.48008, -24.40976)
H (6.96996, -24.72471, -23.87685)
H (8.64863, -23.74978, -27.18936)
H (9.63729, -24.71179, -26.03329)
O (14.11882, -26.02304, -21.50717)
C (12.96010, -26.42019, -22.21945)
C (13.29552, -27.15150, -23.49057)
O (12.13995, -27.74620, -24.11875)
H (14.73521, -25.51198, -22.03677)
H (12.44138, -27.09977, -21.54327)
H (12.37171, -25.55215, -22.51678)
H (13.98790, -27.95002, -23.22395)
H (13.73708, -26.48767, -24.23384)
H (12.42428, -28.15008, -24.94193)
O (5.81436, -22.37883, -35.39655)
C (5.24503, -22.24097, -34.11462)
C (5.80769, -22.94117, -32.87311)
O (7.09131, -22.41368, -32.50100)
H (6.23107, -21.54655, -35.63164)
H (5.02945, -21.17838, -34.00263)
H (4.19466, -22.51591, -34.21072)
H (5.98918, -23.99442, -33.08720)
H (5.18819, -22.85329, -31.98059)
H (7.84805, -22.92405, -32.79845)
O (12.64639, -17.25846, -29.36539)
C (11.42356, -17.66234, -29.95762)
C (10.10856, -17.57793, -29.21288)
O (8.96222, -17.68212, -30.06744)
H (12.88165, -17.78002, -28.59455)
H (11.40239, -17.14157, -30.91493)
H (11.48868, -18.73652, -30.13078)
H (9.93042, -16.62799, -28.70894)
H (9.97139, -18.17151, -28.30904)
H (8.93693, -18.57776, -30.41210)
O (1.63338, -15.37299, -25.29492)
C (0.98383, -16.31235, -24.42140)
C (1.86093, -17.56013, -24.21477)
O (2.39171, -17.98709, -25.44683)
H (2.21205, -15.87880, -25.87016)
H (0.79706, -15.71987, -23.52575)
H (0.03518, -16.49156, -24.92739)
H (1.20678, -18.33801, -23.82096)
H (2.68960, -17.43746, -23.51737)
H (2.94049, -18.77029, -25.36296)
O (1.09160, -28.65327, -25.83840)
C (0.98994, -27.48203, -26.68268)
C (0.94943, -26.13206, -25.80479)
O (-0.07500, -26.03832, -24.81657)
H (2.01926, -28.89600, -25.79239)
H (1.80757, -27.44753, -27.40267)
H (0.07096, -27.63709, -27.24794)
H (0.86477, -25.29025, -26.49205)
H (1.92377, -25.93226, -25.35888)
H (-0.06465, -26.86388, -24.32673)
O (1.19519, -23.20583, -17.76485)
C (2.35602, -22.45708, -18.11287)
C (3.58580, -23.31664, -18.29072)
O (3.32298, -24.05431, -19.49364)
H (0.72071, -22.72946, -17.07961)
H (2.26896, -21.72698, -18.91754)
H (2.59882, -21.74785, -17.32158)
H (3.71841, -24.04851, -17.49392)
H (4.55349, -22.83222, -18.42117)
H (2.53904, -24.60602, -19.44215)

Summary:
frontier orbital gap: 9.40 eV
max |F|: 0.06382 Eh/bohr
SMILES: COC[C@H](C)N.NC(N)=O.OCCO.OCCO.OCCO.OCCO.OCCO.OCCO
spin multiplicity: 1
E_HOMO: -9.3389 eV

[3]
DFT (ωB97M-V/def2-TZVPD) results for a cluster of 11 separate species, C17H52N2O13 in total at a distorted geometry.

Geometry (Å):
C (-16.43551, -2.66857, -1.06404)
O (-15.34131, -1.94750, -0.67925)
C (-15.47467, -1.24816, 0.43229)
O (-16.51481, -1.18650, 1.10006)
O (-14.32156, -0.72621, 0.78547)
C (-14.22886, 0.09188, 2.00279)
H (-16.70467, -3.48399, -0.39565)
H (-16.23160, -3.07956, -2.05620)
H (-17.25968, -1.98935, -1.15693)
H (-14.67058, -0.40399, 2.87515)
H (-14.72018, 1.04365, 1.80185)
H (-13.17719, 0.27785, 2.12992)
C (-18.03615, 0.49426, -2.14492)
N (-19.02905, -0.48360, -2.65488)
C (-20.06714, -0.87490, -1.77740)
C (-18.89903, -1.00832, -3.90861)
O (-19.75310, -1.68980, -4.45647)
H (-18.49689, 1.42916, -1.85293)
H (-17.41340, 0.76906, -3.02273)
H (-17.32035, 0.25077, -1.40436)
H (-20.76384, -1.63735, -2.13235)
H (-19.68909, -1.30389, -0.86311)
H (-20.68645, 0.02082, -1.57125)
H (-17.96766, -0.68812, -4.38608)
C (-13.99643, -4.58043, 1.24244)
N (-14.44001, -3.73651, 2.24295)
C (-15.81120, -3.95505, 2.69726)
C (-13.58227, -3.03124, 2.97973)
O (-12.39279, -2.96806, 2.83914)
H (-14.49158, -4.45330, 0.29562)
H (-14.08044, -5.63677, 1.55593)
H (-12.93334, -4.39920, 1.07415)
H (-15.97723, -4.95429, 3.10815)
H (-16.09370, -3.21692, 3.45032)
H (-16.51893, -3.86410, 1.83054)
H (-14.11496, -2.56496, 3.79842)
C (-18.25002, -1.23001, 4.67771)
O (-17.11348, -0.74074, 4.02334)
H (-18.29147, -0.73918, 5.64496)
H (-19.20834, -1.07661, 4.18534)
H (-18.17594, -2.29695, 4.93527)
H (-16.96027, -1.20663, 3.16884)
C (-23.89298, -3.97484, 2.58744)
O (-24.79597, -5.08270, 2.42286)
H (-23.04658, -4.14233, 1.90486)
H (-24.42424, -3.12709, 2.17271)
H (-23.47621, -3.79918, 3.56605)
H (-25.64590, -4.88145, 2.82126)
C (-20.78554, -7.75613, 1.35206)
O (-19.88729, -6.69664, 1.40093)
H (-21.43573, -7.70928, 0.45198)
H (-20.23224, -8.68775, 1.28612)
H (-21.50375, -7.71705, 2.19732)
H (-20.36121, -5.86589, 1.46922)
C (-17.28913, -6.57357, -0.77056)
O (-17.43039, -5.84460, 0.45511)
H (-16.38548, -6.23698, -1.25947)
H (-17.16977, -7.63901, -0.51505)
H (-18.16228, -6.49527, -1.42414)
H (-18.27505, -6.12415, 0.79108)
C (-21.26427, -0.48171, 2.08116)
O (-22.55362, -0.30669, 2.56987)
H (-20.67134, -1.03690, 2.78845)
H (-21.32987, -1.07075, 1.12499)
H (-20.77466, 0.44743, 1.88859)
H (-22.68673, 0.59937, 2.78630)
C (-19.44468, -3.34236, 1.51995)
O (-20.72007, -4.03631, 1.55428)
H (-18.97497, -3.31958, 2.52232)
H (-18.69192, -3.72408, 0.84752)
H (-19.49427, -2.27764, 1.27195)
H (-20.96562, -3.79182, 2.48124)
C (-21.63446, -4.70015, -1.57542)
O (-20.75080, -5.18553, -2.66370)
H (-21.90258, -5.57369, -0.98021)
H (-21.09802, -4.11733, -0.81958)
H (-22.55941, -4.22576, -1.86240)
H (-20.07995, -4.48590, -2.73890)
C (-19.95006, -4.73990, 4.68015)
O (-20.74144, -3.58548, 4.27719)
H (-20.30556, -5.63665, 4.16472)
H (-18.96651, -4.48324, 4.28734)
H (-19.86485, -4.87053, 5.74988)
H (-21.31101, -3.21045, 4.97380)

Summary:
frontier orbital gap: 9.50 eV
max |F|: 0.05587 Eh/bohr
energy above the lowest of the compared OMol25 structures with the same formula, charge and spin: 0.0 kcal/mol
SMILES: COC(=O)OC.CN(C)C=O.CN(C)C=O.CO.CO.CO.CO.CO.CO.CO.CO
spin multiplicity: 1
E_HOMO: -9.3106 eV